(1)
Molecular formula: C4H13NO
Method: DFT, ωB97M-V with the def2-TZVPD basis set

```
19
Properties=species:S:1:pos:R:3:forces:R:3
C 0.496882 -1.524801 0.805651 -0.3 0.1 -0.4
C 0.397770 -0.250062 -0.022517 0.5 0.1 0.6
N -0.781515 0.544663 0.311179 -0.1 -0.1 -0.1
C -0.493779 1.793922 1.010917 0.3 -0.3 -0.1
C -1.770594 2.441885 1.504648 0.0 -0.2 -0.4
H 1.476387 -1.969090 0.652825 0.2 -0.1 0.3
H -0.240149 -2.258874 0.487692 -0.2 0.0 0.0
H 0.305211 -1.274350 1.844357 0.2 -0.1 0.2
H 1.320030 0.317085 0.202985 -0.3 0.1 -0.3
H 0.428950 -0.505943 -1.075507 -0.1 0.0 -0.3
H -1.332353 0.715954 -0.519860 0.0 0.1 0.1
H 0.092891 2.479693 0.375877 -0.1 0.1 0.1
H 0.158257 1.542003 1.855246 -0.1 0.1 0.0
H -2.456239 2.590921 0.671299 -0.1 0.1 -0.1
H -2.276378 1.773362 2.195830 0.0 0.1 0.2
H -1.585096 3.415560 1.943707 0.0 0.1 0.2
O 1.819600 -2.604864 -2.967168 0.0 0.0 -0.1
H 1.491682 -3.167427 -3.676817 0.0 0.0 0.1
H 2.088143 -1.795444 -3.411364 0.0 0.0 0.0
```
Forces are in eV/Å.

Calculated values
E_LUMO ... 0.0295 hartree
Gap between HOMO and LUMO ... 0.3427 hartree
HOMO level ... -8.52 eV
Energy above the lowest of the compared OMol25 structures with the same formula, charge and spin ... 13.1 kcal per mole

(2)
Molecular formula: C4H13NO
Method: DFT, ωB97M-V with the def2-TZVPD basis set

```
19
Properties=species:S:1:pos:R:3:forces:R:3
C -2.133365 0.291854 -0.999216 0.1 0.3 0.0
C -1.624185 0.154422 0.422810 0.4 0.4 0.2
N -0.217762 0.519383 0.514873 0.2 0.4 0.0
C 0.581138 -0.240151 1.448615 0.0 -0.1 -0.1
C 2.036651 0.168898 1.336330 0.0 -0.1 0.4
H -3.096303 -0.190602 -1.141975 0.0 -0.1 0.0
H -1.401585 -0.062367 -1.727791 -0.2 -0.3 0.0
H -2.263302 1.352408 -1.210791 -0.1 0.1 -0.1
H -2.193581 0.845234 1.050873 -0.1 -0.1 0.1
H -1.765031 -0.833982 0.855882 -0.2 -0.4 -0.2
H 0.248146 0.533060 -0.382933 -0.2 -0.2 -0.1
H 0.518273 -1.319198 1.245151 -0.1 -0.2 0.1
H 0.221493 -0.099931 2.469662 -0.1 0.2 0.0
H 2.469020 -0.272737 0.446702 0.2 0.1 -0.3
H 2.135491 1.248575 1.312679 0.0 0.2 -0.2
H 2.606547 -0.171262 2.196804 0.1 -0.2 0.1
O 1.036118 -0.341841 -2.513818 0.6 -0.5 -0.2
H 1.988036 -0.290778 -2.715070 -0.5 0.2 0.1
H 0.854200 -1.290985 -2.608786 -0.1 0.4 0.1
```
Forces are in eV/Å.

Calculated values
E_LUMO ... 0.0234 hartree
Gap between HOMO and LUMO ... 0.3240 hartree
HOMO level ... -8.18 eV
Energy above the lowest of the compared OMol25 structures with the same formula, charge and spin ... 12.3 kcal per mole

(3)
Molecular formula: C4H13NO
Method: DFT, ωB97M-V with the def2-TZVPD basis set

```
19
Properties=species:S:1:pos:R:3:forces:R:3
C -1.252917 0.432564 0.831005 -1.7 -1.8 -0.6
C -0.600192 -0.884005 0.391187 1.5 -0.1 2.0
C -1.134605 -1.553754 -0.823364 0.7 -0.3 -2.3
C 0.979523 -0.659010 0.225401 -0.7 1.4 1.1
N 1.700137 0.057340 1.361348 -1.5 -3.0 -0.6
H -1.210482 1.150057 0.037671 0.2 0.7 -0.5
H -0.802004 0.769488 1.719751 0.8 0.6 0.9
H -2.327801 0.300411 1.083715 0.5 0.0 -0.3
H -0.713978 -1.655934 1.150324 0.2 0.4 0.9
H -0.612348 -2.489680 -1.274153 -0.6 1.5 1.3
H -2.204803 -1.690927 -0.915356 -0.2 -0.1 0.5
H -0.901421 -0.755299 -1.490746 -0.2 0.3 -1.8
H 1.231382 -0.117351 -0.700723 -0.4 -0.2 0.1
H 1.248962 -1.678168 0.103261 1.3 -0.8 0.0
H 1.903465 1.006808 1.266227 0.4 1.2 -0.3
H 2.304080 -0.472681 1.986957 -0.4 0.4 -0.6
O 0.997840 2.724612 -1.993222 0.5 -0.1 1.8
H 0.041544 2.848830 -1.906809 0.3 0.0 0.1
H 1.353619 2.666698 -1.052475 -0.9 0.2 -1.9
```
Forces are in eV/Å.

Calculated values
E_LUMO ... 0.0269 hartree
Gap between HOMO and LUMO ... 0.3527 hartree
HOMO level ... -8.87 eV
Energy above the lowest of the compared OMol25 structures with the same formula, charge and spin ... 29.4 kcal per mole

(4)
Molecular formula: C4H13NO2
Method: DFT, ωB97M-V with the def2-TZVPD basis set

```
20
Properties=species:S:1:pos:R:3:forces:R:3
C 1.240667 2.442656 -0.996104 0.0 0.1 0.8
C 0.119369 2.143768 -0.304892 -0.8 0.6 -1.4
N -0.559476 0.952759 -0.413637 1.1 -0.5 0.6
C -1.869458 0.700356 0.208275 1.5 0.6 -1.0
C -1.984208 1.066392 1.680443 -0.7 -0.3 -0.2
H 1.750663 3.378174 -0.807592 -0.2 0.1 -0.1
H 1.730544 1.740802 -1.654697 0.0 -0.2 0.2
H -0.478331 2.945359 0.131518 0.4 0.0 0.5
H 0.125882 0.191620 -0.437737 -0.7 -0.3 -0.1
H -2.065068 -0.354102 0.016395 -0.1 -0.1 0.2
H -2.510221 1.279663 -0.457048 -0.8 0.0 0.5
H -2.972355 0.718550 2.005243 0.1 0.0 0.2
H -1.952078 2.137450 1.875368 0.2 0.1 -0.1
H -1.221088 0.567639 2.272036 0.1 -0.1 0.0
H 1.336954 -2.015497 -2.282965 0.1 0.3 -0.2
H 0.961330 -2.380943 -0.859799 -0.1 0.2 0.4
O 1.095714 -2.772432 -1.736991 0.1 -0.6 -0.2
H 2.617756 -4.274512 -0.148657 0.1 0.4 -0.5
H 1.950343 -4.484559 1.145290 -0.1 0.3 0.3
O 2.683061 -3.983146 0.765551 -0.1 -0.6 0.2
```
Forces are in eV/Å.

Calculated values
E_LUMO (alpha / beta) ... 0.1400 / 0.1348 hartree
Gap between HOMO and LUMO (alpha / beta) ... 0.1095 / 0.2995 hartree
HOMO level (alpha / beta) ... 0.83 / -4.48 eV
Energy above the lowest of the compared OMol25 structures with the same formula, charge and spin ... 19.5 kcal per mole
2S+1 ... 2
Charge ... -1

(5)
Molecular formula: C4H13NO2
Method: DFT, ωB97M-V with the def2-TZVPD basis set

```
20
Properties=species:S:1:pos:R:3:forces:R:3
C 0.396738 -0.714783 -1.775910 -0.5 -0.4 0.1
C -0.101990 -0.542087 -0.340183 0.9 0.0 0.3
C -0.047715 0.925830 0.166093 -0.6 -0.1 -0.1
C -0.989721 1.121051 2.312376 -0.5 0.3 -0.3
N -1.143454 1.371297 0.987690 0.4 -0.2 0.0
H 0.056034 -1.674030 -2.173970 0.0 0.0 -0.1
H 1.478657 -0.728801 -1.852432 0.3 0.3 0.0
H -0.013477 0.072538 -2.409443 0.1 0.0 -0.1
H -1.072403 -1.011297 -0.226073 -0.4 0.3 0.0
H 0.567205 -1.088711 0.331487 -0.1 -0.3 0.0
H 0.916672 1.033707 0.697035 0.1 0.2 0.0
H -0.033793 1.586834 -0.711095 0.2 0.0 -0.2
H -0.325119 0.347922 2.697908 0.1 0.1 0.1
H -1.555888 1.761299 2.998481 0.1 -0.5 0.0
H -2.503932 0.604406 -0.122349 -0.3 0.6 0.1
H -3.865417 0.115933 0.264514 -0.1 0.1 -0.1
O -3.388971 0.392734 -0.525718 0.2 -0.3 0.2
H 3.769186 -0.414087 -0.093406 -0.1 0.0 0.1
H 3.679042 -1.905079 -0.369615 0.1 0.2 0.2
O 4.178350 -1.254674 0.144608 -0.1 -0.1 -0.3
```
Forces are in eV/Å.

Calculated values
E_LUMO (alpha / beta) ... 0.1285 / 0.1256 hartree
Gap between HOMO and LUMO (alpha / beta) ... 0.1320 / 0.2551 hartree
HOMO level (alpha / beta) ... -0.09 / -3.52 eV
Energy above the lowest of the compared OMol25 structures with the same formula, charge and spin ... 13.1 kcal per mole
2S+1 ... 2
Charge ... -1

(6)
Molecular formula: C4H13NO2
Method: DFT, ωB97M-V with the def2-TZVPD basis set

```
20
Properties=species:S:1:pos:R:3:forces:R:3
C -1.962105 0.779005 -1.025299 -1.8 1.5 -1.1
C -0.556374 0.727940 -0.721287 3.2 0.6 0.2
C 0.320639 -0.236179 -1.118146 -2.1 2.7 0.2
N -0.005354 -1.526827 -1.319103 2.2 -1.5 0.0
C 0.080533 1.795995 0.127787 2.2 2.8 -3.8
H -2.296725 -0.212235 -0.943096 -1.3 -1.3 0.1
H -2.452434 1.424984 -0.275114 -0.3 -0.3 -0.4
H -2.328562 1.158901 -2.113598 1.2 -0.6 2.1
H 1.314744 0.142251 -1.314080 0.5 -0.8 0.7
H 0.787149 -2.032770 -1.651381 0.6 -0.7 -0.3
H -0.788978 -1.872839 -1.767203 -2.0 -0.1 -0.8
H -0.462703 2.061145 0.974428 -1.1 0.3 1.5
H 1.128982 1.527470 0.430753 -1.1 0.3 -0.3
H 0.177614 2.898390 -0.522408 -0.2 -2.5 1.7
H 1.880601 -0.753375 1.970037 0.2 0.3 0.4
H 1.714270 -0.695492 0.489620 1.9 0.6 1.4
O 2.420279 -0.497443 1.210352 -1.9 -0.8 -1.6
H -1.248701 -0.136372 1.912643 1.2 -1.4 -0.8
H -0.123589 -1.410183 1.526359 -1.7 1.3 0.0
O -0.490324 -0.729139 2.156951 0.3 -0.1 0.8
```
Forces are in eV/Å.

Calculated values
E_LUMO (alpha / beta) ... 0.1467 / 0.1368 hartree
Gap between HOMO and LUMO (alpha / beta) ... 0.1151 / 0.2758 hartree
HOMO level (alpha / beta) ... 0.86 / -3.78 eV
Energy above the lowest of the compared OMol25 structures with the same formula, charge and spin ... 51.5 kcal per mole
2S+1 ... 2
Charge ... -1